# 1
{"formula": "C6H14O", "method": "ωB97M-V/def2-TZVPD", "species": ["O", "C", "C", "C", "C", "C", "C", "H", "H", "H", "H", "H", "H", "H", "H", "H", "H", "H", "H", "H", "H"], "positions_angstrom": [[-0.9201, -1.3822, 1.9045], [-0.4482, -0.9983, -1.3827], [0.3946, -1.2068, 2.3581], [0.0174, -2.1929, -1.0091], [0.2825, 0.3067, -1.2065], [-0.5718, 1.4126, -0.5631], [0.2148, 2.7144, -0.4038], [-1.4493, -0.9438, -1.8144], [0.6050, 3.0572, -1.3706], [0.7822, -0.1904, 2.1463], [-0.8567, -1.4324, 0.9397], [-1.4577, 1.5956, -1.1859], [-0.3935, 3.5281, 0.0088], [0.9907, -2.2979, -0.5302], [1.1814, 0.1286, -0.5998], [0.6390, 0.6656, -2.1851], [1.0843, -1.9393, 1.9018], [0.3522, -1.3675, 3.4387], [-0.5690, -3.1017, -1.1245], [1.0710, 2.5730, 0.2652], [-0.9487, 1.0715, 0.4125]], "nbo_charge": [-0.734, -0.163, -0.248, -0.427, -0.447, -0.394, -0.603, 0.200, 0.201, 0.153, 0.478, 0.197, 0.214, 0.194, 0.203, 0.215, 0.156, 0.185, 0.210, 0.202, 0.209], "multiplicity": 1, "gap_ev": 11.11, "largest_force_ev_per_a": 0.6, "charge": 0, "smiles": "C=CCCC.CO", "e_above_lowest_ev": 1.3450, "homo_ev": -10.01}

# 2
{"formula": "C10H16", "method": "ωB97M-V/def2-TZVPD", "species": ["C", "C", "C", "C", "C", "C", "C", "C", "C", "C", "H", "H", "H", "H", "H", "H", "H", "H", "H", "H", "H", "H", "H", "H", "H", "H"], "positions_angstrom": [[-0.6563, 0.8796, 1.6155], [1.3790, 1.2845, 0.1951], [-1.4403, -1.3287, 2.1127], [-1.5883, 0.0513, 2.2151], [-0.4060, -0.2543, -2.8467], [0.3760, 0.3546, 0.8383], [-1.7713, -0.2957, -2.1831], [2.8180, 1.0727, 0.6542], [0.4730, -1.0187, 0.6976], [-0.4259, -1.8634, 1.3450], [-2.0688, -1.9902, 2.6982], [1.3355, 1.1237, -0.8848], [3.5313, 1.4124, -0.0961], [3.0404, 0.0169, 0.8322], [1.0596, 2.3167, 0.3618], [-2.5294, 0.2957, -2.6974], [3.0670, 1.6080, 1.5704], [0.3751, -0.7908, -2.3113], [-2.4810, 0.4590, 2.6774], [1.3302, -1.4398, 0.1844], [-2.1589, -1.2891, -1.9558], [-0.3077, -2.9357, 1.2453], [-0.7878, 1.9536, 1.6866], [-0.0804, 0.7935, -2.8683], [-0.4128, -0.5914, -3.8853], [-1.6703, 0.1755, -1.2012]], "nbo_charge": [-0.221, -0.426, -0.227, -0.203, -0.607, -0.001, -0.612, -0.601, -0.229, -0.192, 0.212, 0.213, 0.209, 0.206, 0.208, 0.203, 0.209, 0.203, 0.214, 0.209, 0.205, 0.211, 0.209, 0.198, 0.202, 0.209], "multiplicity": 1, "gap_ev": 10.06, "largest_force_ev_per_a": 1.0, "charge": 0, "smiles": "CCc1ccccc1.CC", "e_above_lowest_ev": 0.2390, "homo_ev": -9.05}

# 3
{"formula": "C12H14BrN2", "method": "ωB97M-V/def2-TZVPD", "species": ["Br", "N", "N", "C", "C", "C", "C", "C", "C", "C", "C", "C", "C", "C", "C", "H", "H", "H", "H", "H", "H", "H", "H", "H", "H", "H", "H", "H", "H"], "positions_angstrom": [[4.1756, -1.3550, -0.4852], [-0.5081, -1.7424, 1.1910], [3.4818, 0.6290, 1.5078], [-2.8900, -2.4089, 0.5570], [3.0612, 0.1218, 0.1148], [2.7240, 1.2740, -0.7826], [-0.4252, 0.1834, -0.0388], [-1.7892, -1.5732, 0.5998], [-1.8223, -0.3993, -0.1431], [0.0361, 1.3778, -0.7760], [-4.0143, -0.8635, -0.8702], [1.4125, 2.0223, -0.4124], [0.2141, -0.6438, 0.8609], [-2.8974, -0.1056, -0.9756], [-4.0087, -2.0423, -0.1224], [-0.0353, 1.1450, -1.9130], [-2.8446, 0.8893, -1.5137], [-0.6468, 2.2853, -0.6562], [3.5895, 1.9562, -0.8182], [4.4796, 0.2727, 1.5826], [2.6700, 0.8667, -1.7768], [3.3761, 1.5957, 1.6457], [1.4402, 2.3222, 0.6536], [-0.1968, -2.3757, 1.9072], [1.2468, 3.1528, -0.7285], [-2.8258, -3.2559, 1.2159], [-4.8130, -2.8369, -0.3114], [2.7049, 0.2464, 2.0220], [-4.8949, -0.7381, -1.5341]], "nbo_charge": [0.157, -0.577, -0.786, -0.217, 0.164, -0.560, -0.048, 0.142, -0.108, -0.454, -0.220, -0.405, 0.099, -0.181, -0.174, 0.246, 0.226, 0.249, 0.235, 0.471, 0.258, 0.433, 0.196, 0.428, 0.258, 0.220, 0.238, 0.477, 0.232], "multiplicity": 1, "gap_ev": [6.58, 6.33], "largest_force_ev_per_a": 3.6, "charge": 1, "e_above_lowest_ev": 6.3770, "homo_ev": [-11.23, -11.17]}

# 4
{"formula": "C2H5N", "method": "ωB97M-V/def2-TZVPD", "species": ["N", "C", "C", "H", "H", "H", "H", "H"], "positions_angstrom": [[-0.0798, 0.6398, -0.2540], [-0.3590, -0.2075, 0.9961], [0.5052, -0.2560, -0.9274], [0.5494, -0.4722, 1.5716], [-0.0319, -1.0335, -1.5261], [1.6013, -0.3718, -0.9989], [-0.9287, -1.1233, 0.8247], [-0.9569, 0.4301, 1.6445]], "nbo_charge": [-0.582, -0.428, 0.200, 0.181, 0.106, 0.123, 0.178, 0.222], "multiplicity": 1, "gap_ev": 7.82, "largest_force_ev_per_a": 2.2, "charge": 0, "smiles": "C=NC", "e_above_lowest_ev": 3.1799, "homo_ev": -7.89}

# 5
{"formula": "C3H4DyO4", "method": "ωB97M-V/def2-TZVPD", "species": ["Dy", "O", "O", "O", "O", "C", "C", "C", "H", "H", "H", "H"], "positions_angstrom": [[-0.0826, -1.1924, 1.5101], [-1.8830, -3.3442, -2.1913], [-0.2248, 0.1904, -0.3544], [1.1674, 0.5263, 1.9522], [-1.0353, -2.8515, -0.1005], [-1.4083, -2.9604, -1.2152], [1.4498, 1.3759, 0.9743], [0.4227, 1.5798, -0.0811], [-0.4259, 2.2032, 0.2570], [2.1896, 2.1658, 1.1510], [0.8424, 1.9864, -1.0090], [-1.0121, 0.3207, -0.8932]], "lowdin_spin": [5.823, 0.001, 0.046, 0.057, 0.049, 0.005, 0.008, 0.006, 0.001, 0.000, 0.001, 0.002], "multiplicity": 7, "gap_ev": [7.35, 8.58], "largest_force_ev_per_a": 6.3, "charge": 2, "e_above_lowest_ev": 0.0000, "homo_ev": [-17.33, -18.57]}

# 6
{"formula": "C40H54Cl2N6O2", "method": "ωB97M-V/def2-TZVPD", "species": ["Cl", "Cl", "O", "O", "N", "N", "N", "N", "N", "N", "C", "C", "C", "C", "C", "C", "C", "C", "C", "C", "C", "C", "C", "C", "C", "C", "C", "C", "C", "C", "C", "C", "C", "C", "C", "C", "C", "C", "C", "C", "C", "C", "C", "C", "C", "C", "C", "C", "C", "C", "H", "H", "H", "H", "H", "H", "H", "H", "H", "H", "H", "H", "H", "H", "H", "H", "H", "H", "H", "H", "H", "H", "H", "H", "H", "H", "H", "H", "H", "H", "H", "H", "H", "H", "H", "H", "H", "H", "H", "H", "H", "H", "H", "H", "H", "H", "H", "H", "H", "H", "H", "H", "H", "H"], "positions_angstrom": [[0.4967, 7.3842, -4.2444], [-0.2953, 3.2135, -5.1464], [-10.9258, 6.4271, 3.8606], [-6.4430, 4.5849, 1.2927], [1.6190, 0.2146, 4.4175], [1.7060, 7.3464, 6.2772], [5.5808, -7.0711, -7.3271], [-1.7497, -5.1593, -9.3583], [12.8191, -2.1653, -2.5362], [1.0131, -7.7599, 1.1454], [-0.3146, 6.0404, -4.9041], [2.7938, -7.8061, -5.4277], [-10.2496, 2.2131, 3.5898], [4.6686, -7.6849, -7.0069], [-4.0484, -5.3630, -8.1287], [-8.4231, 4.0226, 2.4870], [-4.5227, -4.1192, -7.3990], [-2.7567, -5.2903, -8.8414], [-9.1686, 1.7459, 2.9038], [-10.4986, 3.5598, 3.6459], [3.5462, -8.4184, -6.5941], [0.5158, -1.1391, 1.3041], [3.7494, -7.5639, 3.4615], [2.1269, 7.1182, 7.3386], [-9.5761, 4.4604, 3.1176], [-3.5764, -3.7290, -6.2459], [-9.9611, 5.9578, 3.1891], [0.4764, 4.7493, -4.6825], [1.0492, 0.1820, 3.4059], [2.6461, 6.8024, 8.6101], [10.2453, -2.5291, -2.1596], [4.9704, 7.8657, 8.5532], [3.5544, 7.9115, 9.1704], [-9.0232, 6.9295, 2.5713], [-6.9744, 7.4188, 1.3339], [-8.2632, 2.6445, 2.3533], [9.3782, -1.3292, -1.7421], [11.6663, -2.3363, -2.3964], [-7.4854, 5.0020, 1.8928], [2.1993, -7.6906, 3.5102], [1.5392, -7.7023, 2.2055], [-7.8434, 6.4650, 1.9007], [-8.5022, 9.2567, 1.9080], [1.9377, -1.4038, 1.0204], [-7.2919, 8.7799, 1.3609], [2.6948, -6.3129, -5.3856], [-9.3330, 8.3049, 2.5719], [4.2973, -8.3363, 2.2245], [0.4056, 0.1842, 2.0898], [10.0300, -0.5611, -0.5721], [2.5260, -1.6523, 1.9037], [8.4246, -1.7530, -1.4273], [-6.0031, 7.1952, 0.9180], [-6.5952, 9.4757, 0.9171], [9.6455, 0.4151, -0.2764], [-1.2534, 6.0190, -4.3508], [0.0647, -1.9653, 1.8537], [1.8698, -5.9952, -4.7480], [1.8116, -6.8996, 4.1522], [-8.9004, 10.2595, 1.9555], [3.2575, -8.1199, -4.4925], [3.8597, -9.4456, -6.4079], [-0.3625, 6.2824, -5.9658], [4.9831, 8.2377, 7.5288], [11.1059, -0.4401, -0.6981], [-10.2379, 8.6291, 3.0644], [10.1331, -3.3158, -1.4135], [3.6622, 7.7362, 10.2408], [5.3768, -8.2002, 2.1591], [9.2808, -0.6808, -2.6128], [1.7065, 6.6973, 9.1524], [5.6740, 8.4839, 9.1109], [-9.0966, 0.6706, 2.8340], [2.0114, -2.3403, 0.4676], [9.8393, -2.7549, -3.1456], [2.8652, -8.5073, -7.4406], [3.6164, -5.8142, -5.0854], [-3.9416, -6.2431, -7.4945], [1.4832, 4.8006, -5.0971], [-4.7126, -5.6505, -8.9438], [-3.3457, -4.4677, -5.4782], [10.0175, -1.1135, 0.3675], [0.9277, 1.0208, 1.6253], [2.5418, -0.6673, 0.4905], [2.4098, -5.8811, -6.3450], [-2.7040, -3.4408, -6.8322], [-10.8673, 1.5121, 4.1315], [-4.5495, -3.3235, -8.1434], [-11.3892, 3.9359, 4.1273], [3.1681, 8.9129, 8.9808], [3.9981, -6.5031, 3.4302], [0.6042, 4.6521, -3.6044], [3.8535, -8.0070, 1.2849], [4.0603, -7.8647, 4.4620], [5.3361, 6.8393, 8.5831], [-7.3241, 2.2901, 1.9547], [1.7960, -8.5858, 3.9836], [-3.9708, -2.8760, -5.6936], [-0.6413, 0.3756, 2.3250], [-5.4985, -4.2121, -6.9221], [1.8411, -8.3100, -5.2648], [-0.0273, -1.1359, 0.3591], [4.0884, -9.3951, 2.3776], [3.0820, 5.8068, 8.5278]], "lowdin_charge": [0.613, 0.534, 0.054, 0.054, 0.134, 0.144, 0.159, 0.141, 0.137, 0.132, -0.725, -0.270, -0.077, -0.269, -0.201, -0.105, -0.254, -0.243, -0.062, -0.008, -0.206, -0.262, -0.227, -0.273, -0.072, -0.105, -0.213, -0.684, -0.245, -0.208, -0.209, -0.107, -0.234, -0.088, -0.005, 0.008, -0.234, -0.233, -0.223, -0.205, -0.239, -0.064, -0.033, -0.144, -0.061, -0.118, 0.005, -0.101, -0.184, -0.112, 0.075, 0.106, 0.116, 0.101, 0.068, 0.070, 0.116, 0.074, 0.113, 0.101, 0.108, 0.125, 0.068, 0.074, 0.061, 0.111, 0.122, 0.103, 0.067, 0.107, 0.123, 0.068, 0.110, 0.075, 0.117, 0.128, 0.079, 0.118, 0.070, 0.114, 0.076, 0.070, 0.122, 0.084, 0.080, 0.068, 0.112, 0.113, 0.120, 0.111, 0.101, 0.055, 0.063, 0.103, 0.071, 0.119, 0.116, 0.069, 0.116, 0.105, 0.110, 0.111, 0.077, 0.128], "multiplicity": 1, "gap_ev": 8.56, "largest_force_ev_per_a": 4.3, "charge": 0, "smiles": "O=C1c2ccccc2C(=O)c2ccccc21.CCCC#N.CCCC#N.CCCC#N.CCCC#N.CCCC#N.CCCC#N.ClCCCl", "homo_ev": -9.84}

> multiplicity of number 5 (C3H4DyO4)?

7